Formula: C5H10O2
Source: OMol25
Level of theory: wB97M-V/def2-TZVPD

Structure (XYZ):
```
17
C5H10O2 | OMol25 | wB97M-V/def2-TZVPD
C 0.27 -2.81 1.55
C 0.63 -1.37 1.47
C 0.87 -0.70 0.35
C 0.76 0.76 0.23
C 0.41 1.34 -0.91
O 0.40 2.72 -1.08
H 1.00 -3.49 1.99
H -0.58 -2.90 2.23
H -0.17 -3.29 0.67
H 0.57 -0.92 2.45
H 0.91 -1.24 -0.60
H 0.79 1.28 1.18
H 0.02 0.83 -1.78
H 0.87 2.94 -1.90
H -2.59 2.91 -2.30
H -1.69 1.96 -1.48
O -2.45 1.99 -2.07
```

ΔE to the lowest compared entry with this formula, charge and spin	2.695	eV
SMILES	C/C=C/C=C/O.O
LUMO energy	0.027	hartree
strongest force on any atom	0.0265	hartree/bohr
orbital gap	9.19	eV
total charge	0
HOMO energy	-8.46	eV
energy	-9440.34762	eV

---

Formula: C5H10O2
Source: OMol25
Level of theory: wB97M-V/def2-TZVPD

Structure (XYZ):
```
17
C5H10O2 | OMol25 | wB97M-V/def2-TZVPD
C -2.15 -0.53 0.36
C -1.11 0.19 -0.50
O -1.15 1.56 -0.13
C 0.26 -0.41 -0.17
C 1.55 0.24 -0.69
C 2.62 -0.15 0.00
O 0.40 -0.32 1.25
H -3.14 -0.09 0.23
H -2.20 -1.59 0.11
H -1.85 -0.44 1.41
H -1.36 0.06 -1.57
H -0.39 2.00 -0.54
H 0.25 -1.47 -0.43
H 1.59 1.02 -1.46
H 0.65 0.60 1.38
H 3.56 0.36 0.10
H 2.48 -1.03 0.64
```

ΔE to the lowest compared entry with this formula, charge and spin	2.499	eV
SMILES	C=C[C@@H](O)[C@@H](C)O
LUMO energy	0.031	hartree
strongest force on any atom	0.0146	hartree/bohr
orbital gap	10.45	eV
total charge	0
HOMO energy	-9.60	eV
energy	-9440.54440	eV

---

Formula: C5H10O2
Source: OMol25
Level of theory: wB97M-V/def2-TZVPD

Structure (XYZ):
```
17
C5H10O2 | OMol25 | wB97M-V/def2-TZVPD
C 0.03 -1.57 -1.40
C -0.87 -0.70 -0.51
O -1.05 -1.39 0.69
C -0.30 0.70 -0.44
C -0.14 1.60 0.54
C -0.47 1.52 1.97
O -0.96 0.57 2.56
H 0.15 -1.15 -2.41
H 1.01 -1.68 -0.93
H -0.42 -2.56 -1.49
H -1.83 -0.56 -1.05
H -1.17 -0.76 1.42
H 2.72 -0.23 -0.29
H 0.00 1.05 -1.44
H 0.29 2.57 0.26
H 3.28 0.16 0.01
H -0.27 2.45 2.53
```

ΔE to the lowest compared entry with this formula, charge and spin	2.884	eV
SMILES	C[C@@H](O)/C=C\C=O.[H][H]
LUMO energy	-0.010	hartree
strongest force on any atom	0.0103	hartree/bohr
orbital gap	9.62	eV
total charge	0
HOMO energy	-9.90	eV
energy	-9440.15872	eV

---

Formula: C5H10O2
Source: OMol25
Level of theory: wB97M-V/def2-TZVPD

Structure (XYZ):
```
17
C5H10O2 | OMol25 | wB97M-V/def2-TZVPD
C -0.42 -0.58 -2.69
C 0.01 1.92 1.56
C 0.33 0.88 0.76
O 1.27 -0.06 1.32
C -0.06 0.74 -0.63
C 0.06 -0.43 -1.29
H 0.35 -0.90 -3.40
H -1.20 -1.35 -2.72
H -0.87 0.33 -3.07
H 0.79 2.41 2.14
H -1.01 2.11 1.89
H 1.69 0.83 1.35
H -0.69 1.52 -1.02
H 0.54 -1.27 -0.82
H -0.67 -2.31 2.84
H 0.29 -1.59 1.86
O -0.41 -2.25 1.92
```

ΔE to the lowest compared entry with this formula, charge and spin	4.661	eV
SMILES	C=C(O)/C=C/C.O
LUMO energy	-0.002	hartree
strongest force on any atom	0.0662	hartree/bohr
orbital gap	8.07	eV
total charge	0
HOMO energy	-8.13	eV
energy	-9438.38235	eV

---

Formula: C5H10O2
Source: OMol25
Level of theory: wB97M-V/def2-TZVPD

Structure (XYZ):
```
17
C5H10O2 | OMol25 | wB97M-V/def2-TZVPD
C -2.43 -0.56 0.03
C -1.26 0.25 -0.46
O -0.74 1.14 0.47
C 0.03 -0.40 -0.34
C 1.33 0.17 -0.81
C 2.14 0.34 0.50
O 1.36 -0.06 1.60
H -3.30 0.09 0.13
H -2.66 -1.36 -0.68
H -2.23 -1.00 1.01
H -1.42 0.67 -1.45
H 0.58 0.52 1.54
H 0.10 -1.41 0.09
H 1.85 -0.52 -1.48
H 1.16 1.12 -1.30
H 2.51 1.35 0.69
H 2.99 -0.34 0.46
```

ΔE to the lowest compared entry with this formula, charge and spin	4.012	eV
LUMO energy	0.001	hartree
strongest force on any atom	0.0391	hartree/bohr
orbital gap	9.77	eV
total charge	0
HOMO energy	-9.75	eV
energy	-9439.03131	eV

---

Formula: C5H10O2
Source: OMol25
Level of theory: wB97M-V/def2-TZVPD

Structure (XYZ):
```
17
C5H10O2 | OMol25 | wB97M-V/def2-TZVPD
O -0.62 2.24 0.92
C -0.73 0.91 1.40
C -0.19 -0.10 0.32
C 1.24 -0.51 0.60
C 0.22 -1.59 0.38
C -0.14 0.03 -2.04
O -0.79 0.38 -0.86
H -1.13 2.32 0.10
H -1.75 0.70 1.73
H -0.06 0.92 2.27
H 0.90 0.36 -1.96
H 1.45 -0.35 1.65
H 2.10 -0.41 -0.06
H -0.13 -2.26 1.16
H 0.43 -2.13 -0.55
H -0.15 -1.05 -2.19
H -0.65 0.53 -2.86
```

ΔE to the lowest compared entry with this formula, charge and spin	3.285	eV
SMILES	COC1(CO)CC1
LUMO energy	0.036	hartree
strongest force on any atom	0.0193	hartree/bohr
orbital gap	10.23	eV
total charge	0
HOMO energy	-9.25	eV
energy	-9439.75778	eV

---

Formula: C5H10O2
Source: OMol25
Level of theory: wB97M-V/def2-TZVPD

Structure (XYZ):
```
17
C5H10O2 | OMol25 | wB97M-V/def2-TZVPD
O -0.65 0.70 -2.07
C 0.47 1.00 -1.74
C 1.07 0.69 -0.39
C 0.23 -0.28 0.42
C 0.48 -0.34 1.94
O -0.89 -0.05 2.23
C -1.18 0.16 0.84
H -1.29 -1.63 -2.03
H 1.12 1.57 -2.44
H -1.36 -2.37 -2.08
H 1.18 1.65 0.14
H 2.09 0.31 -0.54
H 0.23 -1.26 -0.05
H 1.16 0.44 2.31
H 0.79 -1.31 2.34
H -2.01 -0.48 0.50
H -1.43 1.21 0.62
```

ΔE to the lowest compared entry with this formula, charge and spin	3.327	eV
SMILES	O=CCC1COC1.[H][H]
LUMO energy	0.034	hartree
strongest force on any atom	0.0109	hartree/bohr
orbital gap	10.59	eV
total charge	0
HOMO energy	-9.68	eV
energy	-9439.71627	eV

---

Formula: C5H10O2
Source: OMol25
Level of theory: wB97M-V/def2-TZVPD

Structure (XYZ):
```
17
C5H10O2 | OMol25 | wB97M-V/def2-TZVPD
C 0.84 -0.02 -2.09
C 0.01 -0.39 -0.87
O 0.61 -1.44 -0.13
C -0.27 0.82 0.02
C -1.09 0.45 1.26
C -0.31 -0.42 2.23
O 0.70 -0.03 2.77
H 0.32 0.71 -2.72
H 1.80 0.42 -1.79
H 1.05 -0.91 -2.69
H -0.95 -0.81 -1.21
H 1.47 -1.12 0.19
H 0.68 1.25 0.35
H -0.79 1.59 -0.55
H -2.04 -0.03 0.98
H -1.32 1.37 1.82
H -0.73 -1.42 2.45
```

ΔE to the lowest compared entry with this formula, charge and spin	1.229	eV
SMILES	C[C@@H](O)CCC=O
LUMO energy	0.035	hartree
strongest force on any atom	0.0091	hartree/bohr
orbital gap	10.66	eV
total charge	0
HOMO energy	-9.70	eV
energy	-9441.81415	eV